The ion C3H6NO2 with charge -1, computed with ωB97M-V/def2-TZVPD.

Cartesian coordinates (Å):
O  1.8553  2.5649  -0.8925
C  1.0728  1.8250  -0.2525
C  0.8690  0.4438  -0.5070
N  0.1794  -0.2542  0.5957
C  -1.1324  -0.6734  0.3708
O  -1.3533  -2.0485  -0.1343
H  0.3403  2.2211  0.4858
H  1.4626  -0.2425  -1.1022
H  0.7414  -0.8078  1.2163
H  -1.6830  -0.0483  -0.3287
H  -1.7070  -0.7247  1.3196
H  -0.6450  -2.2553  -0.7710

Forces on the atoms, in the same order (eV/Å):
-0.1 0.7 0.3
0.4 -1.8 -1.8
-0.3 0.2 2.1
-0.5 0.8 -1.5
-1.0 -1.1 1.0
0.7 -0.3 -0.3
0.3 0.1 0.2
0.4 0.6 -0.4
-0.1 -0.2 0.2
0.5 0.5 0.1
0.2 0.0 -0.3
-0.4 0.4 0.3

## Properties
- SMILES = [O-]/C=C/NCO
- gap between HOMO and LUMO (Eh) = 0.2337
- total charge = -1
- HOMO level (eV) = -2.293
- energy above the lowest of the compared OMol25 structures with the same formula, charge and spin (kcal/mol) = 60.47
- maximum force (eV Å⁻¹) = 2.62

=====

A cluster of 2 separate species, C3H6NO2 in total, computed with ωB97M-V/def2-TZVPD.

Cartesian coordinates (Å):
C  1.4472  -1.6054  1.2172
C  0.3064  -0.8786  1.4236
N  -0.6735  -0.4114  0.6159
H  1.4301  -2.3081  0.3872
H  2.3449  -1.1852  1.6433
H  0.1555  -0.5518  2.4563
H  -0.5869  -0.2286  -0.4103
H  -0.9623  0.5122  0.9167
O  -0.8211  2.9001  -2.0086
C  -0.8486  1.6627  -2.0803
O  -0.0045  0.8447  -1.6278
H  -1.7872  1.2494  -2.5331

Forces on the atoms, in the same order (eV/Å):
-1.7 -0.1 -0.8
1.3 0.6 0.6
-1.3 0.1 -0.6
0.7 0.6 -0.4
0.1 -0.9 0.8
0.4 0.8 -0.1
1.0 -0.8 0.4
-0.4 -0.4 0.5
0.0 0.2 -0.2
0.0 0.4 0.6
-0.3 -0.1 -0.5
0.1 -0.3 -0.2

## Properties
- gap between HOMO and LUMO (Eh) = 0.3025
- total charge = -1
- HOMO level (eV) = -4.074
- energy above the lowest of the compared OMol25 structures with the same formula, charge and spin (kcal/mol) = 44.37
- maximum force (eV Å⁻¹) = 1.86

=====

Q: What is the formula in the first record?
A: C3H6NO2

=====

Q: maximum force of number 1 (C3H6NO2)?
A: 2.62 eV Å⁻¹

=====

Q: maximum force of number 2 (C3H6NO2)?
A: 1.86 eV Å⁻¹